(1)
C55H69FN3 | ωB97M-V/def2-TZVPD

```
! RIJCOSX wB97M-V def2-TZVPD def2/J DEFGRID3
* xyz 1 1
C -0.402 2.762 -5.743
C 0.535 3.466 -4.756
C 1.917 3.681 -5.385
C 0.566 2.732 -3.423
C 1.572 1.820 -3.100
C 1.523 1.064 -1.933
C 2.547 -0.029 -1.656
C 3.814 0.093 -2.499
C 1.951 -1.429 -1.718
C 0.481 1.314 -0.986
C 0.447 0.656 0.318
N 1.289 0.974 1.377
C 2.628 1.500 1.238
C 3.726 0.627 1.342
C 3.536 -0.834 1.752
C 3.528 -0.953 3.268
C 4.523 -1.805 1.110
C 4.994 1.117 0.995
C 5.143 2.420 0.515
C 4.041 3.275 0.429
C 2.780 2.842 0.856
C 1.576 3.772 0.997
C 1.662 5.000 0.097
C 1.299 4.113 2.459
N 0.941 0.283 2.487
N -0.130 -0.456 2.142
C -0.757 -1.327 3.105
C -0.577 -2.728 2.982
C 0.400 -3.360 1.983
C -0.250 -4.416 1.104
C 1.609 -3.994 2.676
C -1.194 -3.571 3.910
C -1.900 -3.038 4.977
C -1.948 -1.658 5.162
C -1.401 -0.778 4.228
C -1.467 0.726 4.560
C -1.954 1.624 3.424
C -0.154 1.239 5.156
C -0.453 -0.277 0.785
C -1.442 -0.981 0.079
C -0.546 2.258 -1.304
C -1.693 2.582 -0.340
C -3.018 1.952 -0.777
C -1.872 4.089 -0.139
C -0.486 2.921 -2.526
H -1.396 2.634 -5.305
H -0.502 3.345 -6.665
H -0.013 1.770 -6.004
H 0.105 4.455 -4.541
H 2.616 4.132 -4.672
H 2.344 2.740 -5.748
H 1.826 4.357 -6.242
H 2.402 1.685 -3.796
H 2.846 0.129 -0.614
H 4.244 1.098 -2.403
H 4.571 -0.626 -2.165
H 3.588 -0.112 -3.554
H 1.124 -1.532 -1.006
H 1.560 -1.635 -2.724
H 2.702 -2.195 -1.476
H 2.534 -1.116 1.394
H 2.617 -0.485 3.654
H 3.549 -2.003 3.578
H 4.396 -0.434 3.696
H 4.568 -1.677 0.019
H 5.530 -1.673 1.530
H 4.200 -2.837 1.313
H 5.871 0.474 1.093
H 6.131 2.776 0.224
H 4.176 4.293 0.054
H 0.723 3.175 0.647
H 1.753 4.692 -0.953
H 0.765 5.619 0.195
H 2.530 5.614 0.367
H 1.184 3.199 3.056
H 2.132 4.689 2.884
H 0.375 4.700 2.552
H 0.753 -2.539 1.348
H -1.086 -4.013 0.530
H 0.476 -4.815 0.385
H -0.636 -5.255 1.698
H 2.022 -3.333 3.446
H 1.327 -4.946 3.150
H 2.389 -4.202 1.930
H -1.085 -4.656 3.791
H -2.381 -3.699 5.703
H -2.435 -1.244 6.050
H -2.222 0.794 5.357
H -2.831 1.200 2.922
H -2.222 2.621 3.802
H -1.159 1.765 2.684
H 0.127 0.651 6.037
H 0.647 1.146 4.414
H -0.239 2.292 5.454
H -1.604 -1.975 0.508
H -1.609 -0.616 -0.936
H -1.432 2.154 0.638
H -2.943 0.864 -0.837
H -3.807 2.191 -0.053
H -3.315 2.332 -1.764
H -0.924 4.569 0.132
H -2.251 4.568 -1.051
H -2.586 4.271 0.674
H -1.283 3.629 -2.775
F -2.142 -6.652 -1.447
C -1.816 -5.343 -1.725
C -0.644 -5.082 -2.438
C -0.342 -3.754 -2.747
C -1.196 -2.727 -2.352
C -2.324 -3.000 -1.543
C -3.239 -1.957 -1.055
C -4.490 -1.854 -1.792
C -5.594 -1.140 -1.244
C -6.880 -1.298 -1.756
C -7.118 -2.129 -2.858
C -6.036 -2.781 -3.462
C -4.741 -2.597 -2.986
C -2.665 -4.344 -1.279
H -0.006 -5.904 -2.750
H 0.548 -3.510 -3.333
H -1.010 -1.697 -2.677
H -3.437 -1.827 0.020
H -5.436 -0.507 -0.369
H -7.721 -0.778 -1.293
H -8.132 -2.273 -3.246
H -6.211 -3.439 -4.315
H -3.919 -3.104 -3.499
H -3.573 -4.579 -0.714
*
```

Properties
M, g mol⁻¹: 791.2
Maximum force, eV Å⁻¹: 3.455
LUMO energy, eV: -4.64
Energy relative to the best compared isomer or geometry (same formula, charge and spin), eV: 2.925



(2)
C26H23CaO | ωB97M-V/def2-TZVPD

```
! RIJCOSX wB97M-V def2-TZVPD def2/J DEFGRID3
* xyz -1 1
C 0.365 1.404 1.818
C 0.534 2.337 0.611
C -0.607 2.454 -0.171
H 1.539 2.644 0.329
C -1.696 1.765 0.535
C -1.134 1.121 1.640
H -1.680 0.659 2.468
H 0.473 1.886 2.861
H -0.692 2.854 -1.211
H -2.720 1.605 0.120
C 1.661 -1.524 -0.961
C 2.311 -1.224 0.222
C 1.334 -1.329 1.409
H 3.263 -0.671 0.244
C 0.222 -2.125 0.711
C 0.486 -2.318 -0.656
H -0.193 -2.763 -1.424
H 2.066 -1.333 -1.965
H 1.482 -1.861 2.426
H -0.537 -2.695 1.268
Ca -0.752 -0.092 -0.953
O -2.601 -0.276 -2.847
C -2.645 0.804 -3.845
C -3.942 0.178 -3.439
H -2.434 1.783 -3.415
H -2.273 0.577 -4.848
H -4.578 0.750 -2.751
H -6.535 0.364 -4.201
C -6.036 -0.494 -4.680
C -4.660 -0.736 -4.355
C -4.011 -1.822 -4.993
H -2.960 -2.037 -4.755
C -4.713 -2.653 -5.882
H -4.194 -3.506 -6.340
C -6.066 -2.407 -6.185
H -6.607 -3.055 -6.885
C -6.730 -1.318 -5.580
H -7.788 -1.110 -5.809
C 1.431 0.248 1.690
C 2.587 0.628 2.291
C 3.462 0.761 3.350
C 4.856 0.858 2.933
C 5.801 0.776 3.945
C 5.399 0.865 5.310
C 4.049 1.041 5.695
C 3.047 0.834 4.747
H 5.050 0.977 1.834
H 6.833 0.675 3.642
H 6.159 0.836 6.086
H 3.749 1.318 6.716
H 1.969 0.746 4.984
*
```

Properties
M, g mol⁻¹: 391.5
Maximum force, eV Å⁻¹: 4.431
LUMO energy (spin up / spin down), eV: 1.91 / 1.93



(3)
C2H2N2O4 | ωB97M-V/def2-TZVPD

```
! RIJCOSX wB97M-V def2-TZVPD def2/J DEFGRID3
* xyz 0 1
C -0.471 -0.590 -0.231
C 1.554 -0.087 -0.083
H -1.382 -2.146 -0.017
H -0.739 1.805 1.071
N 0.653 -1.148 0.064
N -0.480 0.770 -0.506
O -1.609 -1.199 -0.136
O 2.734 -0.109 0.084
O 0.930 1.114 -0.492
O -1.189 1.590 0.247
*
```

Properties
M, g mol⁻¹: 118.0
Maximum force, eV Å⁻¹: 3.037
LUMO energy, eV: 0.22
SMILES: O=c1nc(O)n(O)o1
Energy relative to the best compared isomer or geometry (same formula, charge and spin), eV: 1.686



(4)
C4H2O2 | ωB97M-V/def2-TZVPD

```
! RIJCOSX wB97M-V def2-TZVPD def2/J DEFGRID3
* xyz 0 1
C 2.018 -0.442 -0.007
C 0.555 -0.232 -0.192
C -0.637 -0.038 -0.127
C -1.964 0.469 -0.013
H 2.164 -1.394 0.548
H -2.127 1.614 0.449
O 2.884 0.401 -0.333
O -2.894 -0.377 -0.327
*
```

Properties
M, g mol⁻¹: 82.1
Maximum force, eV Å⁻¹: 5.799
LUMO energy, eV: -1.40
SMILES: O=CC#CC=O
Energy relative to the best compared isomer or geometry (same formula, charge and spin), eV: 1.261



(5)
H3NO | ωB97M-V/def2-TZVPD

```
! RIJCOSX wB97M-V def2-TZVPD def2/J DEFGRID3
* xyz 0 1
H 1.177 0.536 0.381
H -0.802 -0.721 0.531
H -0.809 0.651 -0.317
N -0.546 -0.202 -0.310
O 0.980 -0.263 -0.285
*
```

Properties
M, g mol⁻¹: 33.0
Maximum force, eV Å⁻¹: 9.628
LUMO energy, eV: 0.89
SMILES: NO
Energy relative to the best compared isomer or geometry (same formula, charge and spin), eV: 0.770